Entry 1:
The following is a quantum chemistry calculation of a structure of composition C4H14N2O at a distorted geometry, from the OMol25 dataset.

Its spin multiplicity is 1. The value obtained for the LUMO energy is -0.305 Eh. The total charge is +2. The relative energy (zero: lowest compared OMol25 entry of this formula, charge and spin) comes out at 3.172 eV. For the highest occupied orbital energy, the calculation gives -0.6761 Eh.

Each line ends with the Löwdin charge.
Cartesian coordinates (Å):
C 0.2897 1.2415 -0.1631  0.078
C -0.4284 0.8740 1.0625  -0.141
C -0.0739 -0.6319 1.2075  -0.239
C 1.1677 -1.0239 1.5326  0.167
N -0.7905 -1.5434 0.2651  0.215
N -0.1674 3.0972 -0.5896  0.179
H -0.1163 1.0672 -1.1486  0.115
H 1.3465 1.4544 -0.1924  0.125
H -1.5174 0.9391 1.1056  0.143
H 0.0344 1.3488 1.9198  0.144
H 1.3690 -2.0705 1.7165  0.106
H 2.0265 -0.3701 1.4652  0.109
H -1.7298 -1.2427 -0.0165  0.182
H -0.2867 -2.0299 -0.5240  0.110
H -1.0248 -2.3588 0.8429  0.183
H -0.5985 3.0137 -1.5049  0.121
H 0.2295 4.0236 -0.4512  0.141
H -0.9524 3.0055 0.0542  0.103
H -0.1439 -3.5213 -2.1644  0.092
H 1.1399 -2.6373 -2.3653  0.089
O 0.2269 -2.6353 -2.0517  -0.024

Entry 2:
The following is a quantum chemistry calculation of the molecule C3H6N2O at a distorted geometry, from the OMol25 dataset.

As for the SMILES: O=C1NCCN1. Its spin multiplicity is 1. The value obtained for the LUMO energy is 0.033 Eh. The relative energy (zero: lowest compared OMol25 entry of this formula, charge and spin) comes out at 0.140 eV. For the highest occupied orbital energy, the calculation gives -0.3419 Eh.

Each line ends with the Löwdin charge.
Cartesian coordinates (Å):
O -2.6091 -0.0143 0.0074  0.048
C -1.3997 0.0068 -0.0036  -0.588
N -0.5794 -1.1104 -0.0070  0.059
C 0.8421 -0.8041 0.0239  -0.147
C 0.8409 0.7688 -0.0156  -0.144
N -0.5823 1.1143 -0.0761  0.062
H -0.9934 -2.0295 -0.1475  0.148
H 1.3560 -1.1411 0.8989  0.094
H 1.3711 -1.1941 -0.8593  0.111
H 1.4126 1.1367 -0.8571  0.097
H 1.2942 1.2330 0.8781  0.112
H -0.9531 2.0339 0.1579  0.148

Entry 3:
The following is a quantum chemistry calculation of a cluster of 2 separate species, C6H15FNO in total at a distorted geometry, from the OMol25 dataset.

Its spin multiplicity is 1. The value obtained for the LUMO energy is -0.137 Eh. The total charge is +1. The relative energy (zero: lowest compared OMol25 entry of this formula, charge and spin) comes out at 3.978 eV. For the highest occupied orbital energy, the calculation gives -0.5638 Eh.

Each line ends with the Löwdin charge.
Cartesian coordinates (Å):
C 1.4857 -0.4290 -2.0739  -0.069
C 0.5063 -1.5209 1.8455  -0.064
C -2.4273 0.3342 0.1623  0.019
C 1.2347 0.2891 -0.7864  -0.174
C -0.0868 -1.5094 0.4260  -0.147
C -1.1433 0.4122 -0.4900  -0.100
N -0.0613 -0.1802 -0.2115  -0.063
O -0.2436 2.6752 0.6402  0.031
F 1.0932 2.6975 0.9433  -0.054
H 2.2493 0.1430 -2.6697  0.121
H 1.5499 -1.4598 -1.9857  0.052
H 0.6408 -0.3339 -2.7520  0.086
H 0.4837 -0.6039 2.5094  0.098
H -0.0818 -2.2124 2.5408  0.107
H 1.5512 -1.7094 1.9715  0.060
H -2.3055 1.2328 0.9026  0.152
H -2.6062 -0.5516 0.7482  0.090
H -3.2667 0.6818 -0.3914  0.092
H 1.2934 1.3955 -0.9295  0.128
H 2.1142 0.0390 -0.1344  0.153
H -1.0783 -1.9865 0.2840  0.136
H 0.5835 -2.1204 -0.2344  0.134
H -0.9256 1.1918 -1.1250  0.121
H -0.5597 3.5254 0.8103  0.091

Entry 4:
The following is a quantum chemistry calculation of a cluster of 2 separate species, C4H9NO2 in total, from the OMol25 dataset.

As for the SMILES: [H]/N=C/O.C/C=C/O. Its spin multiplicity is 1. The value obtained for the LUMO energy is 0.031 Eh. The relative energy (zero: lowest compared OMol25 entry of this formula, charge and spin) comes out at 2.051 eV. For the highest occupied orbital energy, the calculation gives -0.3252 Eh.

Each line ends with the Löwdin charge.
Cartesian coordinates (Å):
H 2.6474 1.6219 -0.6175  0.047
N 1.8688 0.9725 -0.6684  0.103
C 2.2855 -0.2202 -0.7728  -0.355
O 1.4494 -1.2621 -0.8488  0.019
H 3.3298 -0.5497 -0.8180  0.127
H 0.5492 -0.9064 -0.7097  0.071
C -1.5561 1.2736 -0.2885  -0.113
C -0.9768 0.3671 0.7540  -0.176
C -1.1714 -0.9495 0.8382  -0.251
O -0.5719 -1.6923 1.8226  -0.014
H -0.7746 1.9416 -0.6704  0.060
H -2.3652 1.8860 0.1221  0.070
H -1.9601 0.7141 -1.1385  0.074
H -0.2967 0.8106 1.4745  0.112
H -1.8246 -1.4845 0.1457  0.127
H -0.3813 -2.5777 1.4898  0.099

Entry 5:
The following is a quantum chemistry calculation of a structure of composition C21H24Br2N5O2PrS at a distorted geometry, from the OMol25 dataset.

Its spin multiplicity is 3. Its expectation value of S² is 2.002. The value obtained for the LUMO energy (alpha / beta) is -0.220 / -0.218 Eh. The total charge is +2. The relative energy (zero: lowest compared OMol25 entry of this formula, charge and spin) comes out at 0.000 eV. For the highest occupied orbital energy (alpha / beta), the calculation gives -0.4926 / -0.4927 Eh.

Each line ends with the Mulliken spin population.
Cartesian coordinates (Å):
Pr -0.4084 0.0668 -0.3292  2.018
C 1.8422 0.7784 2.2895  -0.001
C 0.9444 -0.3609 2.7401  0.003
N 0.5957 -1.2863 1.6383  -0.004
C 1.5969 -2.3169 1.3014  -0.002
C 2.8181 -1.8181 0.5352  0.001
S 2.4622 -0.7004 -0.8658  -0.002
C 3.2702 0.8655 -0.4070  -0.001
C 2.3877 1.9706 0.1881  0.002
N 1.3230 1.4700 1.0827  -0.004
H 1.9698 1.4867 3.1108  0.000
H 2.8371 0.4059 2.0623  0.000
H 1.4351 -0.8990 3.5569  0.000
H 0.0076 0.0361 3.1378  0.000
H -0.2518 -1.7750 1.9215  0.001
H 1.9503 -2.8227 2.2065  0.000
H 1.0830 -3.0777 0.7102  -0.001
H 3.5307 -1.3060 1.1781  0.000
H 3.3451 -2.6783 0.1251  0.000
H 4.0898 0.6007 0.2602  0.000
H 3.7471 1.2438 -1.3106  0.000
H 3.0615 2.6505 0.7196  0.000
H 1.9105 2.5514 -0.6055  0.000
H 0.7953 2.2837 1.3919  -0.001
Br -4.7342 -2.1471 1.2807  0.000
C -4.5300 -0.3501 0.8298  -0.004
C -5.6720 0.4726 0.7966  0.000
C -5.5652 1.8001 0.4786  -0.001
Br -7.1057 2.8517 0.4569  0.000
C -4.2945 2.3697 0.1667  0.000
C -4.0931 3.7236 -0.1632  0.000
C -2.8308 4.1889 -0.4506  0.001
C -1.7662 3.2941 -0.4192  -0.001
N -1.9076 2.0072 -0.1170  0.004
C -3.1610 1.5306 0.1940  0.003
C -3.2828 0.1581 0.5464  -0.002
O -2.1618 -0.6085 0.5902  -0.006
H -6.6334 0.0394 1.0328  0.000
H -4.9411 4.3947 -0.1848  0.000
H -2.6533 5.2234 -0.7048  0.000
H -0.7643 3.6374 -0.6582  0.000
N 1.8806 -1.3727 -5.9269  0.000
C 0.6458 -0.8857 -6.2261  0.000
O 0.3040 -0.5249 -7.3268  0.000
C -0.3223 -0.7384 -5.0774  0.000
C -1.6833 -0.7731 -5.3652  0.001
C -2.5991 -0.5792 -4.3464  0.000
C -2.1186 -0.3302 -3.0743  0.000
N -0.8100 -0.2653 -2.7875  -0.005
C 0.0713 -0.4700 -3.7824  0.000
H 2.4925 -1.5322 -6.7133  0.000
H 2.0084 -1.9667 -5.1261  0.000
H -1.9913 -0.9409 -6.3894  0.000
H -3.6640 -0.6113 -4.5252  0.000
H -2.8140 -0.1679 -2.2541  -0.001
H 1.1226 -0.3978 -3.5286  -0.001

Entry 6:
The following is a quantum chemistry calculation of a cluster of 2 separate species, C2H8N2O2 in total at a distorted geometry, from the OMol25 dataset.

As for the SMILES: O=CO.CNN. Its spin multiplicity is 1. The value obtained for the LUMO energy is 0.033 Eh. The relative energy (zero: lowest compared OMol25 entry of this formula, charge and spin) comes out at 2.827 eV. For the highest occupied orbital energy, the calculation gives -0.3157 Eh.

Each line ends with the Löwdin charge.
Cartesian coordinates (Å):
O 0.4184 1.9621 0.9360  -0.068
C 1.1648 0.9699 0.9839  -0.495
O 0.8780 -0.1183 1.7452  0.024
H 2.2389 0.9906 0.7650  0.135
H 0.0056 0.0206 2.1454  0.114
C -1.4882 -0.7823 -0.6367  -0.130
N -0.0653 -0.9760 -0.8678  -0.143
N 0.6520 0.2750 -0.8354  -0.016
H -1.9527 -1.7655 -0.5645  0.080
H -1.9148 -0.2551 -1.4936  0.079
H -1.7162 -0.2093 0.2722  0.071
H 0.3275 -1.5192 -0.0979  0.095
H 0.0456 1.1713 -0.8345  0.143
H 1.4065 0.2362 -1.5173  0.112

Entry 7:
The following is a quantum chemistry calculation of a cluster of 2 separate species, C3H11N2 in total at a distorted geometry, from the OMol25 dataset.

Its spin multiplicity is 1. The value obtained for the LUMO energy is -0.141 Eh. The total charge is +1. The relative energy (zero: lowest compared OMol25 entry of this formula, charge and spin) comes out at 1.305 eV. For the highest occupied orbital energy, the calculation gives -0.4656 Eh.

Each line ends with the Löwdin charge.
Cartesian coordinates (Å):
N 0.3693 1.9050 0.7785  0.291
H 0.8355 0.9301 0.6915  0.092
H 0.4349 2.2609 1.7268  0.150
H 0.8321 2.5127 0.1125  0.147
H -0.6150 1.7914 0.5182  0.131
C 1.7948 -0.6199 -0.0706  -0.044
C 0.5703 -1.1942 0.0103  -0.244
N -0.4490 -1.0052 -0.8937  -0.078
C -1.8511 -0.8778 -0.5087  -0.082
H 2.0632 -0.0072 -0.9252  0.069
H 2.5638 -0.9738 0.5991  0.065
H 0.3547 -1.8802 0.8221  0.129
H -0.2040 -0.3226 -1.6050  0.128
H -2.4744 -1.0235 -1.3873  0.091
H -2.1262 -1.6143 0.2423  0.093
H -2.0990 0.1185 -0.1107  0.063

Entry 8:
The following is a quantum chemistry calculation of a structure of composition C58H58N4OP2Re, from the OMol25 dataset.

Its spin multiplicity is 2. Its expectation value of S² is 0.783. The value obtained for the LUMO energy (alpha / beta) is -0.475 / -0.460 Eh. The total charge is +4. The relative energy (zero: lowest compared OMol25 entry of this formula, charge and spin) comes out at 0.427 eV. For the highest occupied orbital energy (alpha / beta), the calculation gives -0.6750 / -0.6747 Eh.

Each line ends with the Mulliken spin population.
Cartesian coordinates (Å):
Re 0.6543 -0.1617 0.1774  1.005
C -4.4564 -4.4367 2.6310  0.000
C -3.6978 -4.6097 1.3170  0.001
C -2.9124 -5.9349 1.3451  0.000
C -4.7049 -4.6319 0.1452  0.000
C -2.7316 -3.4803 1.0648  0.001
C -2.6330 -2.3510 1.8874  -0.004
C -1.7267 -1.3672 1.6071  0.004
N -0.9041 -1.4181 0.5229  0.059
C -1.0091 -2.5047 -0.3226  -0.039
C -1.8792 -3.5175 -0.0559  -0.005
C -0.0906 -2.4957 -1.4828  -0.002
C -0.1549 -3.3692 -2.5349  -0.005
C 0.7746 -3.2985 -3.5861  0.000
C 1.7578 -2.3126 -3.4790  -0.004
C 1.7560 -1.4436 -2.4111  -0.017
N 0.8400 -1.5184 -1.4256  -0.007
C 0.6940 -4.2690 -4.7469  0.001
C 1.6428 -3.8815 -5.8818  0.000
C 1.0842 -5.6608 -4.2106  0.000
C -0.7492 -4.3112 -5.2782  0.000
H -5.1314 -5.2816 2.7601  0.000
H -5.0727 -3.5352 2.6391  0.000
H -3.7866 -4.4214 3.4950  0.000
H -3.6001 -6.7409 1.6007  0.000
H -2.1218 -5.9154 2.0985  0.000
H -2.4689 -6.1812 0.3785  0.000
H -5.4046 -5.4524 0.3065  0.000
H -4.2169 -4.7967 -0.8177  0.000
H -5.2783 -3.7048 0.0912  0.000
H -3.2655 -2.2383 2.7561  0.001
H -1.6238 -0.5088 2.2496  0.011
H -1.9118 -4.3693 -0.7196  0.000
H -0.9302 -4.1220 -2.5598  0.000
H 2.5173 -2.1966 -4.2386  0.001
H 2.4951 -0.6573 -2.3312  -0.005
H 2.6912 -3.9140 -5.5770  0.000
H 1.4202 -2.8890 -6.2829  0.000
H 1.5280 -4.5944 -6.6976  0.000
H 2.1300 -5.6873 -3.8960  0.000
H 0.9548 -6.3960 -5.0055  0.000
H 0.4558 -5.9665 -3.3698  0.000
H -1.1113 -3.3169 -5.5505  0.000
H -1.4468 -4.7533 -4.5640  0.000
H -0.7755 -4.9303 -6.1746  0.000
O 2.8821 0.4551 -0.1355  0.064
C 3.2967 1.6088 -0.8956  0.023
C 4.5735 2.1347 -0.8392  0.000
C 4.8990 3.1692 -1.7114  0.000
C 3.9679 3.6739 -2.6133  0.000
C 2.6658 3.2132 -2.5644  0.003
C 2.3241 2.1946 -1.6702  -0.046
P 0.6232 1.9268 -1.2529  -0.001
C 0.1538 3.4029 -0.3424  0.000
C 1.1243 4.2567 0.1840  -0.007
C 0.7383 5.4365 0.8063  0.001
C -0.6078 5.7708 0.8942  -0.006
C -1.5780 4.9206 0.3720  0.003
C -1.2018 3.7333 -0.2334  -0.005
C -0.4025 1.8980 -2.7316  -0.012
C -0.8878 3.1118 -3.2364  -0.002
C -1.5659 3.1286 -4.4457  0.000
C -1.7825 1.9506 -5.1475  -0.003
C -1.3192 0.7422 -4.6431  0.002
C -0.6347 0.7127 -3.4400  -0.004
C 3.8996 -0.4797 0.2465  0.002
C 5.0519 -0.6746 -0.4917  0.002
C 6.0181 -1.5393 0.0081  -0.001
C 5.8354 -2.2089 1.2153  0.001
C 4.6241 -2.0939 1.8701  0.001
C 3.6423 -1.2304 1.3678  0.001
P 1.9502 -1.4154 1.8500  -0.026
C 1.6289 -3.1767 1.5833  0.008
C 2.1031 -3.7599 0.4014  -0.008
C 1.9763 -5.1237 0.2021  0.001
C 1.3763 -5.9188 1.1768  -0.004
C 0.9150 -5.3473 2.3525  0.001
C 1.0379 -3.9785 2.5623  0.000
C 1.7529 -0.9882 3.5812  0.013
C 2.8325 -0.4143 4.2600  -0.005
C 2.7226 -0.1068 5.6096  0.001
C 1.5363 -0.3558 6.2860  -0.004
C 0.4483 -0.9024 5.6126  0.002
C 0.5533 -1.2160 4.2674  -0.006
H 5.3116 1.7721 -0.1405  0.000
H 5.9017 3.5762 -1.6833  0.000
H 4.2444 4.4517 -3.3119  0.000
H 1.9021 3.6677 -3.1845  0.000
H 2.1793 4.0302 0.0833  0.000
H 1.4919 6.1140 1.1873  0.000
H -0.9013 6.7067 1.3531  0.000
H -2.6242 5.1932 0.4223  0.000
H -1.9634 3.0882 -0.6579  0.002
H -0.7234 4.0429 -2.7124  -0.001
H -1.9259 4.0700 -4.8397  0.000
H -2.3214 1.9749 -6.0860  0.000
H -1.4990 -0.1762 -5.1869  0.000
H -0.3034 -0.2352 -3.0538  0.016
H 5.2131 -0.1817 -1.4382  0.000
H 6.9279 -1.6872 -0.5604  0.000
H 6.6101 -2.8544 1.6070  0.000
H 4.4180 -2.6959 2.7482  0.000
H 2.6155 -3.1619 -0.3437  -0.002
H 2.3718 -5.5763 -0.6989  0.000
H 1.2977 -6.9888 1.0297  0.000
H 0.4845 -5.9693 3.1270  0.000
H 0.7133 -3.5648 3.5046  0.000
H 3.7684 -0.2245 3.7480  0.000
H 3.5706 0.3125 6.1361  0.000
H 1.4597 -0.1316 7.3428  0.000
H -0.4750 -1.0950 6.1437  0.000
H -0.3000 -1.6479 3.7624  -0.001
C 1.2085 3.4296 4.4517  -0.001
N 0.5563 2.6224 3.4052  0.011
C -0.7980 2.5859 3.1398  -0.008
C -0.9616 1.7332 2.1056  0.009
N 0.2835 1.2156 1.7459  -0.023
C 1.1633 1.7993 2.5649  0.017
H 0.9736 3.0157 5.4288  0.000
H 0.8482 4.4529 4.3870  0.000
H 2.2830 3.4134 4.2914  0.000
H -1.5077 3.1786 3.6937  0.000
H -1.8666 1.4872 1.5780  0.004
H 2.2304 1.6533 2.5478  -0.002